A molecular structure, C20H36BrIrNO5PTe. Source: the OMol25 dataset; level of theory: the ωB97M-V functional and the def2-TZVPD basis.

```
66
Properties=species:S:1:pos:R:3:forces:R:3
Ir 0.5767 1.6723 -0.5251 0.5492 0.5951 -1.0040
C -3.0820 -3.7217 4.5184 0.1594 0.2157 -0.0903
C -2.1870 -2.4862 4.6497 -0.0930 -0.1362 0.2061
C -0.9241 -2.8898 5.4274 -0.0645 0.0528 -0.1595
C -2.9714 -1.4062 5.4135 0.0790 -0.0405 -0.1730
C -1.7592 -1.9119 3.3178 -0.2741 -0.3673 -0.0106
C -0.9025 -0.8065 3.2869 0.6610 0.8999 -0.6486
C -0.5250 -0.2752 2.0844 0.6456 0.6902 1.0808
Br 0.7132 1.2173 2.0822 -0.3873 -0.5944 0.2525
C -0.9730 -0.7437 0.8127 0.2889 0.5599 -0.5890
O -0.6686 -0.1266 -0.2654 -0.3050 -0.6686 0.8275
C -1.8011 -1.9228 0.8559 -0.4860 -0.5847 -0.0231
C -2.1579 -2.4355 2.0913 -0.0296 -0.0275 -0.3934
C -2.3262 -2.6537 -0.3742 -0.0875 -0.1253 -0.3344
C -3.8658 -2.6416 -0.3488 0.1896 0.0619 0.0814
C -1.8222 -4.1096 -0.3415 -0.0041 0.1803 0.0879
C -1.8660 -2.0350 -1.6927 -0.1041 -0.0506 0.1038
H -3.3393 -4.0762 5.5140 -0.0177 -0.0218 0.0410
H -2.5678 -4.5285 4.0011 -0.0046 -0.1288 -0.0749
H -4.0090 -3.4875 3.9996 -0.1114 -0.0398 -0.0760
H -1.2033 -3.3308 6.3801 -0.0411 -0.0249 0.1087
H -0.2761 -2.0409 5.6229 0.1029 0.0961 0.0782
H -0.3612 -3.6267 4.8587 0.1114 -0.1012 0.0137
H -3.2950 -1.7977 6.3741 -0.0015 -0.0434 0.1052
H -3.8547 -1.1184 4.8469 -0.1140 0.0691 -0.0002
H -2.3730 -0.5175 5.5915 0.0708 0.1311 0.0642
H -0.5304 -0.3661 4.1969 0.0429 0.0403 0.1269
H -2.7894 -3.3065 2.0939 -0.0800 -0.0978 0.0235
H -4.2613 -3.1408 0.5312 -0.0808 -0.0554 0.0844
H -4.2482 -3.1552 -1.2278 -0.0078 -0.0395 -0.0753
H -4.2366 -1.6189 -0.3597 -0.0964 0.0968 -0.0152
H -2.1788 -4.6486 0.5314 -0.0390 -0.0836 0.0952
H -0.7347 -4.1360 -0.3393 0.1191 -0.0442 -0.0088
H -2.1740 -4.6352 -1.2261 -0.0442 -0.0160 -0.0801
H -2.2106 -1.0061 -1.7674 0.0498 -0.0186 -0.1782
H -2.2769 -2.5979 -2.5292 -0.0475 -0.1078 0.0242
H -0.7810 -2.0652 -1.7562 0.0278 0.0762 -0.1529
C 6.6397 1.6469 -3.9055 -0.3141 0.1533 0.2067
C 5.5047 2.5715 -3.4972 0.2247 0.2097 -0.6315
O 4.7191 1.9452 -2.4936 -0.2159 -0.3279 0.5511
P 3.1888 2.3936 -2.2673 1.1361 1.4524 -1.6415
O 2.7094 1.4553 -1.1880 -1.5505 -0.9631 1.8819
Te 2.0138 2.2517 -5.0466 -0.2759 -0.2627 0.2995
O 3.3010 3.8641 -1.5637 0.0016 -0.6462 0.5577
C 3.1331 5.0426 -2.3289 -0.1837 0.4560 -0.4330
C 1.7592 5.6404 -2.0773 0.2906 -0.1619 0.0133
H 7.1807 2.0794 -4.7444 0.0559 0.0163 -0.0319
H 6.2402 0.6794 -4.1995 -0.0128 -0.0575 -0.0741
H 7.3267 1.5004 -3.0767 0.0818 -0.0269 0.0581
H 4.8705 2.7871 -4.3747 0.1521 0.0129 0.2029
H 5.8976 3.5206 -3.1143 -0.0878 -0.0743 -0.0114
H 3.2495 4.8222 -3.3981 0.0151 0.0638 0.1250
H 3.9220 5.7356 -2.0279 -0.0342 -0.0526 -0.0668
H 0.9965 4.8941 -2.2937 -0.1021 -0.0479 -0.1649
H 1.6072 6.5067 -2.7144 -0.0996 0.1111 -0.0428
H 1.6717 5.9445 -1.0375 -0.0143 0.0963 0.1636
C 0.4743 -0.0068 -3.5474 -0.3664 -0.2817 0.3580
C 0.7238 1.4481 -3.5560 0.8245 0.4017 -1.6740
O 0.3184 2.2209 -2.6927 -0.5919 0.0134 1.0685
H 0.3966 -0.4150 -4.5521 0.0166 0.0552 -0.0029
H -0.4099 -0.2256 -2.9513 -0.0970 -0.0768 -0.0620
H 1.3302 -0.4781 -3.0581 0.1420 -0.0240 -0.0343
N -0.9602 3.4513 -0.1861 0.2877 -0.4362 0.2232
H -1.4517 3.3952 0.7015 0.0391 0.0705 -0.0598
H -1.6516 3.4735 -0.9292 0.0630 -0.0474 -0.0748
H -0.4604 4.3348 -0.2107 0.0387 0.0267 -0.0221
```
Positions in Å, forces in eV/Å.

Values from the calculation:
Charge ... +1
HOMO level (alpha / beta) ... -0.3227 / -0.3655 Ha
2S+1 ... 6
ΔE to the lowest compared entry with this formula, charge and spin ... 50.8 kcal per mole
Electronic energy ... -4502.04603 hartree
⟨S²⟩ ... 8.790

Löwdin population analysis, charges in e, atoms 1 to 4:
1 Ir 1.142
2 C -0.048
3 C -0.549
4 C -0.024



A molecular structure, C20H36N2O3PdSb2. Source: the OMol25 dataset; level of theory: the ωB97M-V functional and the def2-TZVPD basis.

```
64
Properties=species:S:1:pos:R:3:forces:R:3
Pd -0.1483 0.4014 -0.4170 1.2034 -1.4111 2.0688
C 4.3705 -1.5289 -0.3480 0.1870 0.4636 -0.0192
N 3.2155 -2.4132 -0.3782 -0.1885 0.3247 0.0552
C 3.4048 -3.8477 -0.4263 -0.1929 -0.5662 0.1322
C 2.0178 -1.8442 -0.3312 -0.0630 -0.6608 -0.0642
O 1.8927 -0.6114 -0.4091 -0.8603 0.4091 -0.0942
C 0.7934 -2.7651 -0.2065 -0.0029 -0.0562 -0.0429
O -0.3880 -2.0761 0.1676 0.3558 0.1291 0.1131
C -0.8267 -2.2408 1.5077 -0.1695 0.0109 -0.0396
C -0.5399 -1.0251 2.4054 -0.2716 -0.5221 -0.2819
O -0.1792 0.0567 1.9108 0.1673 0.6066 -0.9650
N -0.7313 -1.1668 3.7087 0.1504 0.2058 -0.2093
C -1.1844 -2.3657 4.3757 -0.0833 -0.4504 0.1916
C -0.4105 -0.0764 4.6070 0.1348 0.4644 0.0814
H 5.2896 -2.1044 -0.3902 -0.0846 -0.0790 0.0031
H 4.3505 -0.9417 0.5718 0.0961 0.0003 -0.0786
H 4.3369 -0.8376 -1.1904 0.0615 -0.0236 0.0273
H 4.4381 -4.0738 -0.6793 -0.0942 0.0918 -0.0127
H 2.7639 -4.2899 -1.1906 0.0848 -0.0739 0.0412
H 3.1836 -4.3131 0.5385 0.0694 -0.0260 -0.0653
H 1.0076 -3.5626 0.5145 -0.0211 0.0260 -0.2316
H 0.5921 -3.2156 -1.1917 0.1538 -0.0026 0.2746
H -0.3777 -3.1392 1.9424 -0.1588 0.0642 -0.0529
H -1.9173 -2.3685 1.4428 0.2492 -0.0758 0.1922
H -1.6057 -3.0892 3.6880 -0.0321 -0.0342 -0.0248
H -1.9581 -2.0999 5.0963 -0.0053 0.0151 -0.0528
H -0.3594 -2.8224 4.9256 -0.0192 -0.0491 -0.0252
H 0.0747 0.7137 4.0420 -0.0023 0.0080 0.1456
H 0.2601 -0.4364 5.3854 0.0297 -0.0147 0.0183
H -1.3133 0.3092 5.0790 -0.0550 -0.0083 0.0036
C 0.5426 -0.5803 -4.9065 -0.0138 -0.7420 0.4753
Sb -0.2578 0.0482 -2.9876 -0.5035 2.3855 -0.9806
C 1.1134 1.7307 -2.8106 -0.1652 -0.0380 0.1172
C -2.1706 1.0736 -3.6481 0.6529 -1.3423 0.4138
C -1.9458 2.5072 -3.7672 0.1431 1.4794 0.3429
C -1.3736 2.9943 -4.9508 -0.2443 -0.0960 0.3063
C -1.1201 4.3353 -5.1291 0.0130 0.4583 0.2813
C -1.4051 5.2402 -4.1013 0.2400 -0.2522 -0.5128
C -1.9510 4.7840 -2.9235 -0.1505 -0.3997 0.0667
C -2.2571 3.4319 -2.7284 0.6798 -0.0657 -1.4632
C -2.9315 3.0491 -1.4899 0.4794 -0.6430 1.5473
Sb -1.5154 2.4489 0.1309 -1.6501 1.2737 -0.9866
C -2.8850 2.5872 1.7764 0.3815 -0.4777 -0.0511
C -0.4690 4.2986 0.4604 0.2697 -0.4920 -0.0986
H 0.6085 0.2869 -5.5573 -0.1285 0.2810 0.2634
H -0.1129 -1.3275 -5.3424 -0.0351 -0.0472 -0.0001
H 1.5325 -1.0050 -4.7586 0.0016 0.0094 0.0170
H 0.9052 2.4904 -3.5634 -0.0924 -0.0182 0.0140
H 2.1240 1.3472 -2.9481 -0.0046 -0.0714 0.0201
H 1.0523 2.1689 -1.8015 0.0786 -0.0429 -0.4640
H -2.9245 0.7811 -2.9226 0.0021 -0.0783 -0.0662
H -2.3626 0.5950 -4.6040 -0.1542 -0.0246 -0.0626
H -1.1636 2.2951 -5.7493 0.0223 -0.0404 -0.1003
H -0.7054 4.6904 -6.0587 0.0373 0.0397 -0.1122
H -1.2154 6.2929 -4.2397 0.0425 0.0944 -0.0108
H -2.1887 5.4843 -2.1365 -0.0714 0.1324 0.0751
H -3.6199 2.2149 -1.5958 -0.1179 0.0261 0.0567
H -3.4392 3.8948 -1.0369 -0.2113 0.0336 0.0057
H -3.2988 3.5918 1.7844 0.0572 0.0848 -0.1462
H -2.3393 2.4140 2.6998 -0.0125 -0.0168 0.0701
H -3.6870 1.8600 1.6829 0.0103 -0.0396 -0.0437
H -1.1816 5.0420 0.8079 -0.1642 -0.0802 -0.0124
H 0.0137 4.6451 -0.4508 -0.0364 -0.0752 -0.0536
H 0.2874 4.1383 1.2262 0.0063 0.0194 0.0039
```
Positions in Å, forces in eV/Å.

Values from the calculation:
Charge ... +2
HOMO level (alpha / beta) ... -0.4818 / -0.4836 Ha
ΔE to the lowest compared entry with this formula, charge and spin ... 8.2 kcal per mole
Electronic energy ... -1726.69739 hartree

natural (NBO) population analysis, charges in e, atoms 1 to 4:
1 Pd 0.534
2 C -0.415
3 N -0.373
4 C -0.421